1.
Molecular formula: C39H42N8O4S2Ti
Method: DFT, ωB97M-V with the def2-TZVPD basis set

Each line ends with the Löwdin charge.
CARTESIAN COORDINATES (ANGSTROEM)
1 Ti -0.0006 -0.4433 0.4014  1.14
2 C 1.4711 -4.5152 0.6930  -0.01
3 O 2.2208 -3.5613 1.4851  0.09
4 C 1.7532 -2.3716 1.2227  -0.32
5 N 0.8473 -2.2674 0.2933  0.06
6 C 0.6789 -3.6341 -0.2979  -0.18
7 C 1.2445 -3.7934 -1.6953  -0.19
8 C 0.4389 -4.2508 -2.7321  -0.02
9 C 0.9918 -4.5946 -3.9573  -0.04
10 C 2.3607 -4.4878 -4.1535  -0.04
11 C 3.1701 -4.0211 -3.1275  -0.07
12 C 2.6144 -3.6670 -1.9080  -0.08
13 C 2.1985 -1.2231 1.9758  -0.19
14 C 3.2898 -1.3410 2.8205  0.06
15 C 3.7130 -0.2361 3.5188  0.05
16 C 2.9722 0.9249 3.3827  0.07
17 C 1.8783 0.9839 2.5236  -0.10
18 N 1.4863 -0.0784 1.7573  0.05
19 C 1.1922 2.2969 2.5243  -0.31
20 N 0.1737 2.6509 1.8473  0.16
21 C -0.1375 4.0530 2.2039  -0.22
22 C 0.9264 4.3902 3.2760  -0.01
23 O 1.7174 3.1829 3.3598  0.02
24 C -0.0554 4.9911 1.0197  -0.21
25 C 0.8684 4.7734 0.0000  -0.05
26 C 1.0295 5.7144 -1.0071  -0.06
27 C 0.2642 6.8725 -1.0065  -0.06
28 C -0.6755 7.0809 -0.0062  -0.06
29 C -0.8404 6.1417 1.0029  -0.03
30 H 0.8439 -5.0971 1.3677  0.14
31 H 2.1671 -5.1823 0.1937  0.15
32 H -0.3729 -3.9168 -0.3058  0.13
33 H -0.6203 -4.3861 -2.5632  0.10
34 H 0.3589 -4.9740 -4.7484  0.12
35 H 2.8028 -4.7936 -5.0920  0.12
36 H 4.2409 -3.9504 -3.2697  0.12
37 H 3.2651 -3.3343 -1.1036  0.12
38 H 3.7811 -2.3012 2.9044  0.15
39 H 4.5791 -0.2678 4.1657  0.15
40 H 3.2303 1.8137 3.9392  0.14
41 H -1.1396 4.0774 2.6348  0.15
42 H 0.5083 4.5980 4.2581  0.14
43 H 1.5797 5.2068 2.9772  0.15
44 H 1.4652 3.8696 -0.0083  0.10
45 H 1.7671 5.5516 -1.7819  0.11
46 H 0.4064 7.6159 -1.7793  0.12
47 H -1.2701 7.9847 -0.0015  0.12
48 H -1.5684 6.3185 1.7868  0.12
49 O -0.9251 -0.6300 2.4417  -0.14
50 C -0.9419 -1.7110 3.4031  -0.15
51 C -1.5074 -2.9860 2.7979  -0.12
52 C -2.8098 -2.7407 2.0131  -0.09
53 C -2.6418 -2.7038 0.5134  -0.25
54 C -3.3766 -3.5956 -0.2627  0.03
55 C -3.3035 -3.5548 -1.6447  0.00
56 C -2.5139 -2.5778 -2.2326  -0.02
57 C -1.7937 -1.7431 -1.4062  -0.12
58 N -1.8221 -1.8013 -0.0631  0.02
59 H -1.8257 -0.2922 2.3835  0.08
60 H -1.5389 -1.3965 4.2598  0.15
61 H 0.0817 -1.8625 3.7472  0.13
62 H -1.6926 -3.6851 3.6137  0.14
63 H -0.7685 -3.4526 2.1426  0.09
64 H -3.2907 -1.8133 2.3452  0.13
65 H -3.5195 -3.5317 2.2444  0.13
66 H -4.0232 -4.3139 0.2226  0.13
67 H -3.8646 -4.2583 -2.2455  0.14
68 H -2.4519 -2.4621 -3.3057  0.13
69 H -1.1840 -0.9565 -1.8360  0.09
70 N -2.4894 3.7321 -2.3973  0.11
71 C -1.7900 2.6872 -2.9133  -0.68
72 N -0.8899 2.0084 -2.2587  0.09
73 C -0.4011 0.9781 -3.0307  -0.39
74 C -0.9634 0.8645 -4.2659  -0.36
75 S -2.1454 2.0785 -4.5128  1.11
76 C 0.8076 0.2560 -2.6099  -0.31
77 C 1.6723 -0.1969 -3.5466  -0.30
78 S 3.2071 -0.5289 -2.8785  1.17
79 C 2.6068 -0.0982 -1.3300  -0.65
80 N 1.3054 0.2017 -1.2753  0.01
81 N 3.4713 -0.0675 -0.2774  0.12
82 H -2.0482 4.2563 -1.6539  0.10
83 H -3.0359 4.2855 -3.0374  0.10
84 H -0.7540 0.1427 -5.0391  0.08
85 H 1.5155 -0.2482 -4.6108  0.10
86 H 4.4385 -0.2361 -0.5137  0.12
87 H 3.3605 0.6990 0.3667  0.11
88 C -3.4356 1.8018 1.4437  -0.03
89 C -2.8738 0.9960 0.2878  -0.20
90 O -1.4314 0.8463 0.3660  -0.25
91 H -4.5230 1.7482 1.4142  0.11
92 H -3.1632 2.8539 1.3501  0.09
93 H -3.1033 1.4352 2.4193  0.08
94 H -3.1238 1.4928 -0.6463  0.12
95 H -3.2982 -0.0028 0.2673  0.11
96 H -1.0189 1.6806 0.7600  0.09

Total charge: +3
Multiplicity: 2
HOMO-LUMO gap (spin up / spin down) (eV): 5.66 / 5.51

=====

2.
Molecular formula: C34H68F15N6O12S5
Method: DFT, ωB97M-V with the def2-TZVPD basis set

Each line ends with the Löwdin charge.
CARTESIAN COORDINATES (ANGSTROEM)
1 C -22.1259 -10.1448 12.9752  -0.63
2 F -21.8712 -9.8958 11.6700  0.10
3 F -21.4590 -9.2576 13.7539  0.10
4 F -23.4290 -10.1087 13.3165  0.10
5 S -21.4991 -11.8593 13.3877  0.49
6 O -21.7298 -12.6082 12.1248  -0.40
7 O -20.0760 -11.7217 13.7242  -0.37
8 O -22.3404 -12.3794 14.4911  -0.39
9 C -14.9253 -11.6945 9.3471  0.00
10 N -14.2779 -10.3312 9.2344  -0.32
11 C -15.0077 -9.6204 8.0616  0.03
12 C -14.5172 -9.5947 10.5884  0.05
13 C -12.7463 -10.4707 8.8932  -0.08
14 C -11.7596 -10.8012 9.9742  -0.24
15 O -12.1158 -12.0485 10.5031  -0.05
16 H -14.5708 -12.0324 10.3209  0.09
17 H -14.5661 -12.3807 8.5801  0.11
18 H -15.9895 -11.4734 9.4293  0.11
19 H -16.0780 -9.6551 8.2651  0.10
20 H -14.6739 -10.1850 7.1910  0.11
21 H -14.7706 -8.5582 8.0012  0.11
22 H -13.9709 -10.1163 11.3743  0.10
23 H -15.5830 -9.5789 10.8167  0.12
24 H -14.0533 -8.6191 10.4432  0.12
25 H -12.5158 -9.4789 8.5042  0.14
26 H -12.6727 -11.1709 8.0611  0.14
27 H -11.7537 -10.0669 10.7797  0.13
28 H -10.8169 -10.8384 9.4284  0.14
29 H -11.7452 -12.0885 11.3878  0.11
30 C -18.9109 -20.1551 11.1073  -0.06
31 C -19.5883 -19.6678 12.4779  -0.19
32 C -20.6252 -20.6990 12.9857  -0.09
33 N -21.6474 -20.1556 14.0936  -0.24
34 C -20.9981 -19.2450 15.1026  0.04
35 C -22.3079 -21.2975 14.7799  -0.13
36 C -23.7075 -20.8275 14.9825  -0.19
37 C -23.9542 -19.5278 14.3215  -0.17
38 C -22.8122 -19.4231 13.3340  -0.06
39 H -19.4733 -20.5710 10.2714  0.07
40 H -18.0865 -20.8252 11.3511  0.07
41 H -18.5664 -19.2422 10.6215  0.07
42 H -20.1474 -18.7511 12.2906  0.10
43 H -18.9054 -19.4293 13.2934  0.11
44 H -20.1801 -21.5635 13.4782  0.13
45 H -21.1928 -21.1732 12.1850  0.13
46 H -20.1930 -19.9124 15.4100  0.11
47 H -21.6138 -19.0227 15.9742  0.12
48 H -20.6065 -18.3457 14.6272  0.11
49 H -21.8536 -21.6523 15.7050  0.15
50 H -22.3349 -22.1608 14.1150  0.14
51 H -23.9544 -20.9128 16.0408  0.13
52 H -24.3806 -21.5248 14.4838  0.13
53 H -24.0991 -18.7423 15.0632  0.13
54 H -24.9112 -19.5608 13.8008  0.13
55 H -22.4881 -18.3964 13.1642  0.14
56 H -23.0763 -19.8977 12.3890  0.14
57 C -26.1605 -10.3456 6.7323  -0.12
58 C -27.1581 -11.4747 6.5103  -0.21
59 C -26.9069 -12.3916 7.7858  -0.07
60 N -28.2560 -13.1617 8.1146  -0.24
61 C -28.5999 -13.9639 6.8375  0.03
62 C -27.9107 -14.0306 9.3185  -0.08
63 C -28.5379 -13.3067 10.6359  -0.09
64 C -29.1463 -12.0531 10.0240  -0.18
65 C -29.4348 -12.3234 8.5784  -0.11
66 H -25.1297 -10.6971 6.6878  0.08
67 H -26.4026 -9.7413 7.6066  0.09
68 H -26.1150 -9.6778 5.8720  0.08
69 H -26.9961 -11.9394 5.5377  0.12
70 H -28.0878 -10.9120 6.5949  0.10
71 H -26.5052 -11.8911 8.6668  0.13
72 H -26.2132 -13.2022 7.5626  0.13
73 H -29.0268 -13.2988 6.0868  0.10
74 H -29.4135 -14.5694 7.2370  0.10
75 H -27.8384 -14.5509 6.3241  0.11
76 H -28.3736 -15.0174 9.3180  0.12
77 H -26.8497 -14.2401 9.4550  0.12
78 H -29.3527 -13.9254 11.0119  0.11
79 H -27.8122 -13.0932 11.4207  0.12
80 H -30.0029 -11.6625 10.5733  0.14
81 H -28.4547 -11.2156 9.9337  0.12
82 H -30.3304 -12.9443 8.5547  0.14
83 H -29.5555 -11.4121 7.9927  0.13
84 C -18.6371 -9.4055 19.5711  -0.10
85 C -19.7113 -8.7247 20.4187  -0.21
86 C -21.0274 -9.5844 20.4182  -0.10
87 N -22.1332 -8.9733 21.3232  -0.22
88 C -21.7211 -9.0500 22.8356  0.04
89 C -23.6125 -9.5165 21.2175  -0.08
90 C -24.5901 -8.4317 21.6691  -0.14
91 C -23.9243 -7.2405 20.9475  -0.13
92 C -22.3611 -7.5076 20.8823  -0.07
93 H -18.8370 -9.3996 18.4996  0.09
94 H -18.5371 -10.4356 19.9129  0.08
95 H -17.6511 -8.9518 19.6714  0.08
96 H -20.0420 -7.8107 19.9254  0.10
97 H -19.1006 -8.5744 21.3089  0.11
98 H -20.9257 -10.5694 20.8736  0.12
99 H -21.2144 -10.0000 19.4280  0.14
100 H -20.7227 -8.6662 23.0455  0.10
101 H -21.6667 -10.1021 23.1151  0.10
102 H -22.5055 -8.6291 23.4646  0.10
103 H -23.5128 -10.4460 21.7780  0.12
104 H -23.6622 -9.7561 20.1553  0.14
105 H -24.4012 -8.2551 22.7279  0.10
106 H -25.6281 -8.4041 21.3375  0.13
107 H -24.1083 -6.3772 21.5871  0.12
108 H -24.4544 -7.2365 19.9951  0.12
109 H -21.8493 -6.8590 21.5934  0.13
110 H -21.9754 -7.2991 19.8844  0.12
111 C -10.5060 -2.4944 10.7008  -0.68
112 F -9.2623 -2.8669 10.9697  0.14
113 F -10.6369 -1.4844 9.8872  0.15
114 F -11.1781 -3.5090 10.1581  0.11
115 S -11.3378 -1.9003 12.3693  0.68
116 O -10.4975 -2.5147 13.4477  -0.34
117 O -11.2289 -0.4940 12.2394  -0.30
118 N -12.9934 -2.3038 12.1920  -0.32
119 S -13.4631 -2.5599 13.6042  0.52
120 O -13.2475 -3.9582 14.0530  -0.36
121 O -13.1442 -1.4885 14.5257  -0.31
122 C -15.4247 -2.4379 13.3043  -0.65
123 F -15.8972 -3.4812 12.6075  0.11
124 F -15.9997 -2.4238 14.5110  0.10
125 F -15.8342 -1.3081 12.7738  0.14
126 C -26.6477 -1.9718 12.4159  -0.55
127 F -25.5497 -2.7288 12.0223  0.08
128 F -26.3032 -1.1883 13.4352  0.12
129 F -27.0808 -1.1913 11.3572  0.07
130 S -28.2778 -2.9488 12.9871  0.71
131 O -28.7108 -3.7672 11.8633  -0.33
132 O -27.8658 -3.7637 14.1695  -0.35
133 N -29.2902 -1.5537 13.3580  -0.29
134 S -30.6488 -2.1719 13.0536  0.51
135 O -31.0651 -2.3527 11.6532  -0.34
136 O -31.0063 -3.2851 13.9182  -0.35
137 C -31.8862 -0.8764 13.8391  -0.70
138 F -33.1257 -1.2696 13.5609  0.14
139 F -31.6150 -0.7675 15.1273  0.13
140 F -31.6593 0.3076 13.3418  0.14

Total charge: +1
Multiplicity: 1
HOMO-LUMO gap (eV): 5.30

=====

Summary of energy above the lowest of the compared OMol25 structures with the same formula, charge and spin in kJ/mol
366.1, 145.3
(order as listed above)